(w)
Entry from OMol25: a 15-piece molecular cluster, C4H37NO16 overall (ωB97M-V/def2-TZVPD).

spin multiplicity: 2
total charge: -1
expectation value of S²: 0.750
HOMO-LUMO gap (spin up / spin down): 2.6 / 8.8 eV

Last column: Löwdin spin population.
Geometry (Å):
C: 2.2224 -0.0891 1.8744  0.03
C: 1.0382 -0.4162 0.9965  0.03
N: 0.0901 0.6852 1.0207  0.01
C: -0.3453 1.2317 -0.2618  0.01
C: -1.7991 1.3344 -0.7169  0.01
O: -2.8648 1.1992 0.0616  0.02
O: -1.9454 1.4634 -1.9124  0.00
H: 2.0195 -0.2731 2.9328  0.02
H: 2.5015 0.9651 1.8914  0.00
H: 3.1134 -0.6616 1.6015  0.00
H: 0.5980 -1.3419 1.3818  0.02
H: 1.3207 -0.7798 0.0000  0.00
H: -0.6650 0.5174 1.6725  0.01
H: -0.0113 2.2772 -0.2191  0.00
H: 0.2687 0.7531 -1.0283  0.00
H: -2.8326 0.8229 0.9835  0.01
H: -0.0759 -3.8859 1.6382  0.01
H: -1.3274 -4.6744 1.9354  0.03
O: -1.0414 -3.8894 1.4521  0.07
H: 0.3991 1.9390 -3.9670  0.00
H: 1.5835 2.3592 -3.0838  0.00
O: 1.2451 2.3914 -3.9890  0.00
H: -0.5316 -1.4257 -1.4506  0.00
H: -1.5376 -1.4110 -2.5947  0.00
O: -0.5942 -1.5361 -2.4043  0.01
H: 0.3011 -1.6225 -4.4304  0.00
H: 1.4484 -1.6686 -3.4245  0.00
O: 1.2531 -1.6462 -4.3614  0.00
H: -0.6651 -2.4802 3.0584  0.03
H: -1.2784 -2.2887 4.5196  0.06
O: -1.1536 -1.8902 3.6468  0.18
H: -1.2179 4.4254 0.1035  0.00
H: -1.6394 3.2145 0.9307  0.00
O: -1.1043 4.0137 0.9662  0.01
H: 1.9574 -3.4492 1.1387  0.01
H: 1.9987 -3.4939 2.6681  0.04
O: 1.6730 -3.9796 1.8978  0.06
H: 3.1296 2.6364 0.9775  0.00
H: 1.7162 3.0029 0.8470  0.00
O: 2.5245 2.9991 0.3143  0.00
H: -4.1407 -0.6940 -2.1583  0.00
H: -3.3018 -0.1076 -3.3334  0.00
O: -3.4531 -0.8919 -2.7985  0.01
H: -1.3003 -1.8459 0.5343  0.01
H: -2.7423 -1.9638 0.2990  0.02
O: -2.0115 -1.3700 0.0738  0.05
H: -2.6738 -0.7211 2.6945  0.03
H: -3.2927 0.4676 3.3259  0.03
O: -2.6720 0.2567 2.6100  0.10
H: 3.9723 -1.9312 -0.5480  0.00
H: 3.1774 -2.9311 -1.5035  0.00
O: 3.6817 -2.8356 -0.6937  0.01
H: 1.5557 2.8782 2.5394  0.00
H: 0.5837 2.5645 3.5892  0.01
O: 1.3892 3.0868 3.4620  0.01
H: 3.6850 2.0114 -2.1606  0.00
H: 2.6359 1.8092 -1.0377  0.00
O: 2.9730 1.4331 -1.8737  0.00

(x)
Entry from OMol25: a 15-piece molecular cluster, C4H37NO16 overall (ωB97M-V/def2-TZVPD).

spin multiplicity: 2
total charge: -1
expectation value of S²: 0.751
HOMO-LUMO gap (spin up / spin down): 2.2 / 9.6 eV

Last column: Löwdin spin population.
Geometry (Å):
C: -1.4169 -0.7349 -1.2505  0.06
N: -0.8104 0.0191 -2.1953  0.01
C: -1.1650 -0.3524 -3.5900  0.03
C: 0.5862 0.3414 -1.8378  0.03
C: 1.5441 0.2840 -3.0309  0.04
O: 2.7019 1.0604 -2.6091  0.02
O: -2.5687 -1.1333 -1.4663  0.03
H: -1.0571 -0.9053 -0.1635  0.02
H: -0.3488 -0.6417 -4.1222  0.01
H: -1.7933 -1.2252 -3.4925  0.01
H: -1.6966 0.5134 -4.1223  0.00
H: 1.0125 -0.3840 -1.1283  0.02
H: 0.5690 1.2646 -1.3255  0.00
H: 1.9065 -0.7370 -3.3284  0.02
H: 1.1175 0.8493 -3.8322  0.00
H: 3.4294 0.4147 -2.4179  0.02
H: 2.6233 2.6870 3.2088  0.00
H: 1.2925 2.7035 2.4721  0.00
O: 1.8305 2.1565 2.9323  0.01
H: 1.8910 -0.3108 4.8739  0.01
H: 0.9199 -1.4229 4.2598  0.00
O: 1.5695 -1.2477 4.8832  0.01
H: -1.0368 -2.7786 1.6357  0.02
H: -0.4319 -4.0648 2.3154  0.02
O: -1.2032 -3.8196 1.6926  0.06
H: 2.9007 -1.2837 1.9970  0.00
H: 1.7298 -1.2676 0.9606  0.03
O: 2.3662 -0.7269 1.4820  0.04
H: 1.7984 1.9560 0.3976  0.01
H: 0.4367 2.3385 -0.2977  0.01
O: 1.2450 2.6979 0.2100  0.01
H: -2.8873 -2.6255 0.8100  0.01
H: -3.4500 -1.5225 0.2406  0.00
O: -3.6099 -1.9506 1.0350  0.02
H: -1.0725 1.3648 1.3414  0.02
H: -2.1447 0.2752 1.8413  0.00
O: -1.2908 0.3271 1.4733  0.03
H: 1.2171 -3.3302 -3.0715  0.04
H: -0.2119 -3.3253 -3.5804  0.02
O: 0.4929 -2.8211 -3.2008  0.13
H: 2.1789 -3.1615 3.1779  0.01
H: 2.8631 -2.0342 3.8787  0.00
O: 2.7828 -2.4845 3.0533  0.02
H: 3.3441 2.4160 -1.3143  0.00
H: 2.7921 3.5456 -0.4381  0.00
O: 3.5892 3.4284 -1.0224  0.01
H: -0.6339 5.1746 -1.6539  0.00
H: 0.3435 4.0609 -2.3783  0.01
O: -0.5484 4.2400 -2.0042  0.01
H: -4.1045 -0.4642 2.0954  0.00
H: -4.5298 0.2863 3.3581  0.01
O: -3.7926 0.1067 2.7198  0.02
H: -2.6270 1.8932 -2.4182  0.00
H: -4.0502 2.0494 -2.9702  0.00
O: -3.2007 2.5672 -3.0482  0.01
H: -0.4850 -0.7373 2.5868  0.01
H: -0.8735 -1.9572 3.3604  0.01
O: -0.0331 -1.5709 3.0183  0.03

Energies relative to the minimum, eV: (w) 0.000; (x) 4.001